(1)
{"formula": "C24H44Cl3N2O4SiSn", "method": "the ωB97M-V functional and the def2-TZVPD basis", "max_force_ev_per_a": 4.0, "orbital_gap_ev": 5.294, "e_above_lowest_kcal_mol": 4.7, "e_tot_ev": -88050.4166, "charge": -1, "symbols": ["C", "C", "H", "H", "H", "C", "C", "H", "H", "H", "H", "Sn", "Cl", "Cl", "H", "H", "C", "C", "N", "H", "C", "O", "H", "H", "H", "H", "H", "H", "C", "C", "N", "H", "C", "O", "H", "H", "H", "H", "O", "C", "C", "C", "H", "C", "H", "C", "H", "C", "C", "H", "H", "H", "Si", "Cl", "C", "C", "C", "H", "H", "H", "H", "H", "H", "H", "H", "H", "C", "C", "C", "O", "C", "H", "H", "H", "H", "H", "H", "H", "H"], "positions_angstrom": [[0.15, 1.01, -4.54], [-1.17, 1.02, -3.80], [0.02, 0.95, -5.62], [0.72, 0.13, -4.19], [0.75, 1.90, -4.28], [-2.38, 0.72, -4.32], [-2.55, 0.12, -5.67], [-3.27, 0.79, -3.69], [-1.78, -0.64, -5.87], [-2.51, 0.89, -6.47], [-3.52, -0.38, -5.73], [1.09, -0.43, 1.46], [1.67, 1.86, 0.87], [2.80, -2.09, 2.13], [2.41, -0.85, 6.50], [4.47, 1.16, 5.89], [2.56, -1.04, 5.43], [4.33, 0.64, 4.93], [2.95, 0.19, 4.76], [1.62, -1.39, 5.00], [2.10, 0.80, 3.95], [0.97, 0.29, 3.61], [4.61, 1.35, 4.13], [2.40, 1.76, 3.49], [3.34, -1.80, 5.28], [5.01, -0.22, 4.90], [-0.01, -2.34, -2.58], [-2.88, -1.92, -2.53], [-0.35, -3.18, -1.96], [-2.79, -2.79, -1.85], [-1.51, -2.77, -1.17], [0.45, -3.54, -1.31], [-1.37, -2.11, -0.01], [-0.24, -1.93, 0.52], [-3.61, -2.78, -1.13], [-2.28, -1.78, 0.52], [-0.67, -3.98, -2.64], [-2.85, -3.69, -2.47], [-0.56, -0.11, -2.31], [-0.98, 1.17, -2.29], [-3.08, 0.62, -0.95], [-2.19, 1.57, -1.43], [-2.83, -0.43, -1.10], [-4.25, 1.00, -0.29], [-0.13, 1.85, -2.10], [-2.43, 2.93, -1.20], [-4.94, 0.24, 0.08], [-4.54, 2.36, -0.12], [-3.62, 3.32, -0.56], [-1.69, 3.66, -1.52], [-5.47, 2.68, 0.36], [-3.84, 4.38, -0.43], [3.85, -1.12, -1.08], [1.66, -0.77, -1.05], [4.17, -2.90, -0.67], [4.56, 0.01, 0.23], [4.45, -0.46, -2.69], [3.28, -3.54, -0.63], [4.70, -3.03, 0.28], [4.81, -3.32, -1.45], [4.12, -1.04, -3.55], [5.55, -0.48, -2.65], [4.13, 0.58, -2.82], [3.91, 0.84, 0.53], [5.45, 0.47, -0.25], [4.89, -0.51, 1.13], [-2.02, 2.12, 3.50], [-2.98, 0.94, 3.42], [-2.25, -0.06, 2.51], [-1.17, 0.64, 1.83], [-1.33, 2.05, 2.14], [-2.50, 3.08, 3.70], [-1.28, 1.96, 4.29], [-3.92, 1.24, 2.95], [-3.23, 0.50, 4.39], [-1.81, -0.89, 3.07], [-2.94, -0.48, 1.76], [-1.94, 2.52, 1.35], [-0.34, 2.50, 2.10]]}

(2)
{"formula": "C24H44N3OOsP2S", "method": "the ωB97M-V functional and the def2-TZVPD basis", "max_force_ev_per_a": 5.9, "spin_multiplicity": 5, "s_squared": 6.0378, "orbital_gap_ev": [7.760, 5.791], "e_tot_ev": -63971.1005, "charge": 3, "symbols": ["Os", "P", "P", "N", "C", "H", "H", "C", "H", "H", "C", "H", "H", "C", "H", "H", "C", "C", "H", "H", "H", "C", "C", "H", "H", "H", "C", "C", "H", "H", "H", "C", "C", "H", "H", "H", "C", "C", "H", "H", "H", "C", "H", "H", "H", "C", "H", "H", "H", "C", "H", "H", "H", "H", "H", "H", "H", "O", "H", "H", "N", "C", "N", "C", "C", "C", "C", "C", "C", "S", "H", "H", "H", "H", "H", "H"], "positions_angstrom": [[-0.88, 0.44, -0.55], [-0.76, 2.65, 0.07], [-1.51, -1.79, -0.72], [-1.82, 0.31, 1.29], [-1.68, 2.77, 1.65], [-1.18, 3.45, 2.35], [-2.68, 3.16, 1.43], [-1.81, 1.37, 2.26], [-1.00, 1.23, 3.02], [-2.75, 1.30, 2.87], [-2.00, -0.99, 1.90], [-2.81, -0.93, 2.67], [-1.10, -1.33, 2.47], [-2.38, -2.07, 0.88], [-3.46, -2.02, 0.67], [-2.20, -3.08, 1.26], [-0.03, -2.90, -0.56], [1.00, -2.70, -1.67], [1.89, -3.31, -1.44], [1.33, -1.66, -1.75], [0.59, -3.02, -2.64], [-2.61, -2.26, -2.11], [-1.88, -2.37, -3.46], [-2.63, -2.32, -4.26], [-1.34, -3.32, -3.56], [-1.18, -1.53, -3.62], [-1.46, 3.93, -1.08], [-0.58, 4.19, -2.32], [-1.20, 4.71, -3.07], [-0.22, 3.25, -2.77], [0.28, 4.84, -2.08], [0.98, 3.12, 0.58], [2.02, 2.83, -0.51], [3.02, 3.03, -0.09], [1.87, 3.49, -1.38], [1.99, 1.79, -0.84], [0.06, 0.61, -2.18], [-3.47, -3.50, -1.83], [-2.86, -4.42, -1.81], [-4.03, -3.42, -0.90], [-4.19, -3.60, -2.65], [-1.87, 5.25, -0.40], [-2.45, 5.84, -1.13], [-2.51, 5.08, 0.48], [-0.99, 5.84, -0.09], [1.11, 4.55, 1.10], [2.11, 4.66, 1.55], [1.03, 5.29, 0.29], [0.37, 4.80, 1.88], [-0.43, -4.37, -0.43], [-0.76, -4.79, -1.39], [0.46, -4.95, -0.13], [-1.20, -4.55, 0.33], [0.42, -2.54, 0.39], [1.15, 2.41, 1.42], [-3.29, -1.38, -2.16], [-2.38, 3.43, -1.42], [0.61, 0.68, -3.21], [-2.30, 1.29, -0.25], [-2.17, 0.24, -1.46], [1.09, 0.59, 3.06], [2.00, -0.16, 2.36], [1.78, -1.38, 1.95], [2.97, -1.98, 1.54], [3.17, -3.34, 1.21], [4.48, -3.81, 1.05], [5.57, -2.93, 1.15], [5.38, -1.56, 1.41], [4.09, -1.08, 1.58], [3.58, 0.54, 2.02], [0.45, 0.04, 3.66], [1.46, 1.42, 3.52], [2.29, -3.99, 1.17], [4.66, -4.86, 0.84], [6.59, -3.32, 1.07], [6.22, -0.87, 1.51]]}

(3)
{"formula": "C24H44N4O4S4", "method": "the ωB97M-V functional and the def2-TZVPD basis", "max_force_ev_per_a": 5.1, "orbital_gap_ev": 8.085, "e_above_lowest_kcal_mol": 33.0, "e_tot_ev": -83085.4696, "charge": 0, "symbols": ["C", "S", "O", "C", "H", "H", "H", "H", "H", "H", "C", "S", "O", "C", "H", "H", "H", "H", "H", "H", "C", "S", "O", "C", "H", "H", "H", "H", "H", "H", "C", "S", "O", "C", "H", "H", "H", "H", "H", "H", "N", "C", "C", "C", "C", "H", "H", "H", "H", "H", "N", "C", "C", "C", "C", "H", "H", "H", "H", "H", "N", "C", "C", "C", "C", "H", "H", "H", "H", "H", "N", "C", "C", "C", "C", "H", "H", "H", "H", "H"], "positions_angstrom": [[15.86, -19.11, -6.17], [17.50, -19.62, -5.48], [17.96, -20.84, -6.33], [18.40, -18.08, -6.08], [15.89, -19.03, -7.26], [15.55, -18.13, -5.80], [15.05, -19.82, -6.04], [18.08, -17.13, -5.66], [18.20, -18.14, -7.15], [19.49, -18.07, -6.13], [17.06, -24.27, -13.27], [18.71, -23.58, -13.72], [19.61, -23.45, -12.53], [19.57, -24.89, -14.79], [16.38, -24.46, -14.10], [16.49, -23.81, -12.46], [17.09, -25.31, -12.94], [19.83, -25.74, -14.17], [20.56, -24.50, -15.04], [18.97, -25.28, -15.62], [17.09, -28.14, -8.19], [16.99, -26.39, -8.87], [15.58, -25.88, -8.71], [18.09, -25.55, -7.71], [16.56, -28.96, -8.68], [16.60, -28.30, -7.23], [18.13, -28.48, -8.17], [18.45, -24.59, -8.09], [18.95, -26.22, -7.69], [17.52, -25.49, -6.79], [12.17, -19.76, -16.04], [12.55, -18.56, -14.70], [11.23, -18.38, -13.98], [13.56, -19.82, -13.74], [12.92, -20.54, -16.15], [11.94, -19.28, -17.00], [11.25, -20.26, -15.75], [12.98, -20.71, -13.54], [13.65, -19.40, -12.74], [14.48, -20.09, -14.26], [12.43, -15.89, -11.06], [13.72, -15.86, -10.72], [14.06, -17.03, -9.99], [12.97, -17.86, -10.14], [11.92, -17.12, -10.70], [11.87, -15.33, -11.68], [14.23, -14.98, -11.10], [14.99, -17.29, -9.51], [12.91, -18.86, -9.73], [10.92, -17.40, -10.98], [13.79, -22.91, -10.86], [14.16, -24.06, -11.32], [13.16, -24.63, -12.07], [12.14, -23.64, -12.18], [12.60, -22.64, -11.41], [14.41, -22.24, -10.43], [15.11, -24.47, -11.01], [13.15, -25.64, -12.45], [11.21, -23.73, -12.71], [12.20, -21.64, -11.37], [17.78, -21.63, -11.18], [16.73, -20.75, -11.45], [16.01, -20.47, -10.34], [16.64, -21.29, -9.30], [17.70, -22.02, -9.82], [18.51, -21.97, -11.79], [16.57, -20.50, -12.49], [15.21, -19.75, -10.29], [16.34, -21.34, -8.26], [18.40, -22.71, -9.37], [21.93, -22.41, -13.28], [21.90, -21.11, -12.84], [23.14, -20.56, -12.95], [23.98, -21.43, -13.67], [23.16, -22.59, -13.92], [21.11, -22.98, -13.45], [21.06, -20.70, -12.29], [23.42, -19.64, -12.47], [25.02, -21.34, -13.93], [23.46, -23.52, -14.38]]}

(4)
{"formula": "C24H44N9O3", "method": "the ωB97M-V functional and the def2-TZVPD basis", "max_force_ev_per_a": 6.7, "orbital_gap_ev": 4.638, "e_above_lowest_kcal_mol": 86.7, "e_tot_ev": -45126.0816, "charge": 3, "symbols": ["N", "O", "O", "O", "C", "C", "N", "C", "C", "N", "C", "C", "H", "H", "H", "H", "H", "H", "H", "H", "H", "H", "H", "C", "C", "N", "C", "C", "N", "C", "C", "H", "H", "H", "H", "H", "H", "H", "H", "H", "H", "H", "C", "C", "N", "C", "C", "N", "C", "C", "H", "H", "H", "H", "H", "H", "H", "H", "H", "H", "H", "C", "C", "N", "C", "C", "N", "C", "C", "H", "H", "H", "H", "H", "H", "H", "H", "H", "H", "H"], "positions_angstrom": [[0.17, 2.23, 0.33], [-0.91, 2.59, 0.78], [1.23, 2.38, 0.97], [0.16, 1.61, -0.70], [-0.82, -10.94, -3.39], [0.24, -9.98, -4.02], [-0.21, -8.60, -4.04], [0.21, -7.55, -3.24], [-0.40, -6.39, -3.48], [-1.48, -6.72, -4.31], [-1.23, -8.01, -4.74], [-2.52, -5.80, -4.77], [-1.21, -10.56, -2.44], [-0.26, -11.87, -3.30], [-1.66, -11.10, -4.06], [0.31, -10.31, -5.06], [1.23, -10.07, -3.57], [1.02, -7.81, -2.56], [-0.33, -5.41, -3.02], [-1.96, -8.55, -5.33], [-2.51, -5.94, -5.85], [-2.18, -4.78, -4.62], [-3.49, -5.98, -4.32], [-3.58, 10.21, 5.06], [-2.96, 9.11, 6.00], [-1.57, 9.15, 6.05], [-0.74, 9.28, 7.15], [0.60, 9.16, 6.73], [0.62, 8.90, 5.33], [-0.72, 8.96, 4.92], [1.85, 8.76, 4.47], [-3.19, 10.08, 4.05], [-3.51, 11.24, 5.40], [-4.64, 9.99, 5.14], [-3.17, 8.13, 5.58], [-3.38, 9.21, 7.00], [-1.18, 9.43, 8.13], [1.55, 9.13, 7.25], [-0.96, 8.77, 3.88], [2.12, 7.70, 4.37], [2.73, 9.21, 4.93], [1.81, 9.28, 3.51], [-3.13, -4.42, 3.95], [-4.01, -5.12, 2.90], [-5.09, -4.30, 2.35], [-6.41, -4.54, 2.25], [-7.06, -3.37, 1.79], [-6.09, -2.44, 1.52], [-4.91, -3.03, 1.85], [-6.45, -1.17, 1.08], [-2.81, -3.42, 3.66], [-2.17, -4.92, 4.11], [-3.67, -4.25, 4.87], [-4.39, -6.05, 3.32], [-3.52, -5.46, 1.99], [-6.76, -5.51, 2.56], [-8.13, -3.24, 1.71], [-3.99, -2.47, 1.91], [-7.50, -0.98, 1.31], [-6.40, -1.07, -0.01], [-5.85, -0.40, 1.57], [5.19, 4.15, -4.80], [6.03, 3.70, -3.59], [6.87, 2.54, -3.79], [8.05, 2.53, -4.52], [8.76, 1.35, -4.37], [7.92, 0.53, -3.63], [6.82, 1.26, -3.24], [8.12, -0.85, -3.31], [5.82, 4.44, -5.64], [4.59, 5.01, -4.49], [4.53, 3.34, -5.13], [5.45, 3.56, -2.68], [6.66, 4.56, -3.39], [8.29, 3.46, -5.01], [9.69, 1.05, -4.81], [5.90, 0.91, -2.78], [7.19, -1.32, -2.99], [8.85, -0.90, -2.50], [8.55, -1.26, -4.22]]}